(1)
Below is C53H53BrCoGe3N5Se as an isolated structure, with properties calculated with ωB97M-V with the def2-TZVPD basis set.

## Properties
- LUMO (alpha / beta) (eV) = -2.317 / -2.163
- spin multiplicity = 2
- E (eV) = -405833.538
- HOMO level (alpha / beta) (Eh) = -0.3641 / -0.3491
- relative energy (zero: lowest compared OMol25 entry of this formula, charge and spin) (kJ/mol) = 0.0
- charge = +1
- gap between HOMO and LUMO (alpha / beta) (eV) = 7.590 / 7.338

Cartesian coordinates (Å):
Co  0.4289  0.8834  0.5447
C  4.8352  -2.1062  -0.6434
C  4.2694  -1.0283  0.2327
C  5.0250  -0.3698  1.1982
C  4.4657  0.6554  1.9347
C  3.1443  0.9859  1.6891
Br  2.3665  2.4044  2.6561
N  2.3894  0.3616  0.7951
C  2.9568  -0.6205  0.0785
H  5.6458  -2.6381  -0.1474
H  5.2352  -1.6793  -1.5655
H  4.0697  -2.8308  -0.9208
H  6.0589  -0.6454  1.3666
H  5.0284  1.2031  2.6756
H  2.3218  -1.0880  -0.6627
N  -1.6121  1.8686  2.6839
C  -2.0639  2.1154  1.3954
C  -3.2271  2.8824  1.2490
C  -3.7337  3.0844  -0.0115
C  -3.0927  2.5068  -1.1074
C  -1.9405  1.8037  -0.8797
N  -1.4144  1.6192  0.3484
C  -0.8223  0.8584  3.2163
C  -0.8450  0.7052  4.6098
C  -0.0758  -0.2773  5.1809
C  0.7001  -1.1029  4.3684
C  0.6728  -0.8744  3.0159
N  -0.0633  0.0928  2.4379
H  -2.1158  2.3892  3.3826
H  -3.7109  3.2974  2.1233
H  -4.6279  3.6790  -0.1438
H  -3.4581  2.6257  -2.1170
H  -1.3636  1.3756  -1.6855
H  -1.4626  1.3547  5.2159
H  -0.0822  -0.4093  6.2550
H  1.3116  -1.8966  4.7706
H  1.2616  -1.4747  2.3341
C  1.9784  0.5610  -3.9432
Ge  1.0377  2.2166  -3.4482
C  -0.7837  2.1598  -4.1869
C  1.9821  3.6966  -4.3171
Ge  1.1769  2.5918  -1.0476
C  3.0714  3.0889  -0.8344
C  3.4651  4.2824  -0.2305
C  4.8087  4.5976  -0.0713
C  5.7889  3.7223  -0.5163
C  5.4167  2.5370  -1.1362
C  4.0728  2.2299  -1.2915
C  0.1366  4.2372  -0.6690
C  -0.5287  4.9657  -1.6546
C  -1.2888  6.0869  -1.3457
C  -1.3992  6.5146  -0.0314
C  -0.7409  5.8120  0.9688
C  0.0069  4.6877  0.6482
H  1.6773  0.2366  -4.9412
H  1.7701  -0.2509  -3.2438
H  3.0539  0.7400  -3.9619
H  -0.7319  2.2244  -5.2753
H  -1.3802  2.9988  -3.8284
H  -1.3037  1.2331  -3.9409
H  2.0526  3.5447  -5.3952
H  2.9915  3.7706  -3.9101
H  1.4757  4.6454  -4.1379
H  2.7171  4.9845  0.1197
H  5.0898  5.5345  0.3933
H  6.8354  3.9684  -0.3908
H  6.1751  1.8564  -1.5052
H  3.8074  1.3052  -1.7959
H  -0.4523  4.6712  -2.6946
H  -1.7872  6.6342  -2.1363
H  -1.9837  7.3926  0.2115
H  -0.8058  6.1471  1.9972
H  0.5101  4.1524  1.4474
C  -1.5786  -4.5915  -1.4542
Ge  -1.1092  -3.2947  -0.0720
C  0.4508  -3.8908  0.9255
C  1.6950  -4.0785  0.3237
C  2.7797  -4.5215  1.0668
C  2.6370  -4.7819  2.4234
C  1.4056  -4.6035  3.0356
C  0.3244  -4.1500  2.2907
C  -2.6363  -2.8598  1.0387
C  -3.0671  -1.5640  1.1240
C  -4.2594  -1.2144  1.7983
C  -5.0209  -2.1946  2.3616
C  -4.6122  -3.5507  2.3043
C  -5.4079  -4.5615  2.8994
C  -5.0057  -5.8652  2.8860
C  -3.7716  -6.2079  2.2955
C  -2.9907  -5.2547  1.7076
C  -3.3979  -3.8974  1.6639
H  -2.0745  -5.4648  -1.0339
H  -0.6607  -4.9030  -1.9539
H  -2.2476  -4.1521  -2.1967
H  1.8221  -3.8932  -0.7388
H  3.7381  -4.6747  0.5863
H  3.4832  -5.1325  3.0002
H  1.2854  -4.8175  4.0903
H  -0.6286  -4.0012  2.7875
H  -2.4967  -0.7843  0.6380
H  -4.5667  -0.1775  1.8462
H  -5.9492  -1.9559  2.8669
H  -6.3396  -4.2759  3.3722
H  -5.6203  -6.6319  3.3379
H  -3.4374  -7.2371  2.3145
H  -2.0331  -5.5462  1.2929
Se  -0.1734  -1.5276  -1.3496
C  -1.5313  -1.4200  -2.6927
C  -1.1467  -1.4851  -4.0244
C  -2.1321  -1.3739  -4.9971
N  -3.4252  -1.2210  -4.7311
C  -3.7760  -1.1731  -3.4488
C  -2.8773  -1.2636  -2.3949
H  -0.1114  -1.6134  -4.3086
H  -1.8567  -1.4156  -6.0453
H  -4.8342  -1.0565  -3.2412
H  -3.2320  -1.2076  -1.3730

Here are the Mulliken charges for atoms 1 to 2, given in e: atom 1 (Co): 0.43, atom 2 (C): -1.58

(2)
Below is C53H54AsCrFNP3SSeSi as an isolated structure, with properties calculated with ωB97M-V with the def2-TZVPD basis set.

## Properties
- LUMO (alpha / beta) (eV) = 3.801 / 3.801
- spin multiplicity = 5
- E (eV) = -261237.152
- HOMO level (alpha / beta) (Eh) = -0.0580 / -0.0765
- relative energy (zero: lowest compared OMol25 entry of this formula, charge and spin) (kJ/mol) = 0.0
- charge = -2
- gap between HOMO and LUMO (alpha / beta) (eV) = 5.378 / 5.883

Cartesian coordinates (Å):
Cr  -0.3202  0.6183  -0.5176
N  -3.3049  1.8955  0.5739
P  -0.0636  1.4931  1.7564
C  -0.9124  2.9807  2.4592
C  -0.5094  4.2236  1.9758
C  -1.0719  5.3944  2.4599
C  -2.0406  5.3432  3.4550
C  -2.4451  4.1090  3.9433
C  -1.8918  2.9377  3.4421
C  -0.7202  0.1263  2.8267
C  -1.9695  -0.4382  2.5637
C  -2.4248  -1.5203  3.3071
C  -1.6398  -2.0549  4.3212
C  -0.3994  -1.4905  4.5926
C  0.0542  -0.4076  3.8497
P  -2.6357  1.3638  -0.7917
C  -3.7031  0.0118  -1.5326
C  -3.1966  -1.2729  -1.7199
C  -4.0335  -2.3223  -2.0946
C  -5.3878  -2.1029  -2.2921
C  -5.9073  -0.8244  -2.1107
C  -5.0708  0.2132  -1.7311
C  -2.8230  2.6691  -2.0938
C  -3.3368  2.4840  -3.3727
C  -3.4310  3.5453  -4.2695
C  -3.0103  4.8113  -3.8954
C  -2.4872  5.0092  -2.6210
C  -2.3933  3.9502  -1.7357
H  -4.1961  2.3702  0.4335
H  0.2601  4.2685  1.2123
H  -0.7498  6.3494  2.0616
H  -2.4782  6.2563  3.8420
H  -3.2091  4.0528  4.7104
H  -2.2498  1.9831  3.8066
H  -2.6036  -0.0016  1.7932
H  -3.3950  -1.9470  3.0813
H  -1.9864  -2.9087  4.8934
H  0.2234  -1.9043  5.3741
H  1.0291  0.0300  4.0382
H  -2.1351  -1.4529  -1.5904
H  -3.6158  -3.3132  -2.2299
H  -6.0393  -2.9196  -2.5818
H  -6.9660  -0.6419  -2.2591
H  -5.4880  1.2032  -1.5719
H  -3.6485  1.4963  -3.6906
H  -3.8266  3.3750  -5.2641
H  -3.0764  5.6376  -4.5938
H  -2.1332  5.9897  -2.3256
H  -1.9766  4.1037  -0.7457
S  1.9015  1.7798  2.2210
C  -0.9054  0.1893  -4.3635
Si  0.6684  1.1969  -4.2242
C  2.0962  0.0618  -4.6970
C  0.5726  2.5176  -5.5699
Se  1.0606  2.1764  -2.2703
H  -1.1869  0.0677  -5.4148
H  -1.7285  0.6860  -3.8453
H  -0.7800  -0.7877  -3.8970
H  1.9542  -0.3930  -5.6836
H  2.1932  -0.7331  -3.9539
H  3.0296  0.6295  -4.7041
H  0.4051  2.0699  -6.5553
H  1.4986  3.0958  -5.6020
H  -0.2474  3.2081  -5.3543
F  -0.1405  -0.9503  -1.6018
C  2.3661  -2.3601  2.1367
C  3.5072  -1.4861  2.6341
As  4.6531  -2.2284  4.0516
C  5.3391  -3.8073  3.1177
C  5.4146  -3.8749  1.7304
C  5.9848  -4.9802  1.1065
C  6.4881  -6.0276  1.8607
C  6.4233  -5.9674  3.2477
C  5.8572  -4.8628  3.8671
C  3.3498  -3.1388  5.1936
C  2.6571  -4.2921  4.8328
C  1.7477  -4.8709  5.7075
C  1.5287  -4.3111  6.9600
C  2.2172  -3.1675  7.3313
C  3.1201  -2.5844  6.4492
P  1.4574  -1.6085  0.6803
C  0.4546  -3.0928  0.2707
C  0.3808  -3.6899  -0.9853
C  -0.4794  -4.7545  -1.2110
C  -1.2940  -5.2323  -0.1916
C  -1.2536  -4.6238  1.0542
C  -0.3893  -3.5605  1.2793
C  2.8498  -1.6530  -0.5234
C  3.3145  -0.4432  -1.0263
C  4.3856  -0.4101  -1.9135
C  5.0079  -1.5853  -2.3004
C  4.5572  -2.8034  -1.7980
C  3.4891  -2.8319  -0.9151
H  1.6389  -2.5342  2.9325
H  2.7334  -3.3391  1.8103
H  3.1496  -0.5137  2.9824
H  4.1983  -1.2561  1.8176
H  5.0184  -3.0775  1.1158
H  6.0226  -5.0158  0.0247
H  6.9257  -6.8903  1.3731
H  6.8125  -6.7817  3.8475
H  5.8054  -4.8284  4.9506
H  2.8127  -4.7347  3.8563
H  1.2016  -5.7558  5.4040
H  0.8159  -4.7614  7.6397
H  2.0441  -2.7172  8.3014
H  3.6518  -1.6863  6.7440
H  0.9626  -3.2862  -1.8030
H  -0.5318  -5.1968  -2.1988
H  -1.9724  -6.0570  -0.3755
H  -1.9084  -4.9594  1.8493
H  -0.4040  -3.0642  2.2450
H  2.8370  0.4855  -0.7332
H  4.7024  0.5429  -2.3161
H  5.8312  -1.5606  -3.0044
H  5.0323  -3.7288  -2.1030
H  3.1389  -3.7868  -0.5373

Here are the Mulliken charges for atoms 1 to 2, given in e: atom 1 (Cr): 0.99, atom 2 (N): -0.61

(3)
Below is a 11-piece molecular cluster, C53H55BF19N11O4S2 overall in a non-equilibrium geometry, with properties calculated with ωB97M-V with the def2-TZVPD basis set.

## Properties
- LUMO (eV) = 0.059
- E (eV) = -154409.471
- HOMO level (Eh) = -0.2865
- relative energy (zero: lowest compared OMol25 entry of this formula, charge and spin) (kJ/mol) = 0.0
- structure (SMILES) = COB(O)c1c(S)c(F)c(O)c2c1N(COc1ccccc1)c1cc(CCC(F)(F)C(F)(F)C(F)(F)C(F)(F)C(F)(F)C(F)(F)F)c(CCCC(F)(F)C(F)(F)F)cc1S2.CC#N.CC#N.CC#N.CC#N.CC#N.CC#N.CC#N.CC#N.CC#N.CC#N
- gap between HOMO and LUMO (eV) = 7.854

Cartesian coordinates (Å):
C  -3.8301  -1.4966  -2.2859
O  -3.1817  -2.5728  -1.5508
B  -3.4832  -2.5221  -0.1824
O  -4.0705  -1.3609  0.3722
C  -3.1089  -3.7891  0.7517
C  -3.7290  -5.1019  0.5148
S  -4.9348  -5.1988  -0.8619
C  -3.3798  -6.2309  1.3368
F  -3.9572  -7.4508  1.1679
C  -2.3780  -6.0759  2.3838
O  -1.9607  -7.1066  3.2038
C  -1.7654  -4.7757  2.6008
C  -2.1094  -3.5848  1.8133
N  -1.5375  -2.2690  2.0168
C  -2.2684  -1.5140  3.0880
O  -1.6773  -1.6663  4.3781
C  -1.2614  -0.4660  4.9407
C  -0.6103  0.6256  4.2619
C  -0.1696  1.8394  4.9543
C  -0.3855  1.9289  6.3747
C  -1.0653  0.8628  7.1030
C  -1.4870  -0.3146  6.3842
C  -0.1068  -2.3101  2.2471
C  0.7262  -1.3091  1.5803
C  2.1683  -1.2571  1.6833
C  3.1041  -0.2422  0.9633
C  2.3840  1.0227  0.3723
C  1.9121  0.8990  -1.1003
F  2.9821  0.3387  -1.8138
F  0.8938  -0.0346  -1.2287
C  1.5988  2.2555  -1.8238
F  1.6306  2.0692  -3.1851
F  2.6713  3.0965  -1.5585
C  0.3151  3.0200  -1.3297
F  0.0795  2.9356  0.0146
F  0.5634  4.3642  -1.5747
C  -1.0057  2.7034  -2.1704
F  -1.0426  1.4430  -2.6576
F  -0.9208  3.5356  -3.2820
C  -2.3168  3.1409  -1.4168
F  -3.3072  3.2067  -2.3817
F  -2.1934  4.4226  -0.9496
C  -2.8411  2.1437  -0.3064
F  -4.1071  1.7250  -0.5105
F  -2.0333  1.0867  -0.0725
F  -2.8848  2.8613  0.8723
C  2.8044  -2.2589  2.5499
C  4.3428  -2.2871  2.7848
C  4.6607  -1.7745  4.2720
C  5.1337  -0.2711  4.3158
C  4.1264  0.7394  4.9472
F  2.9893  0.1908  5.4603
F  4.7910  1.3402  6.0360
C  3.6889  1.9368  4.0120
F  2.5365  1.5889  3.3852
F  3.3641  3.0105  4.8172
F  4.6539  2.3772  3.1699
C  2.0183  -3.2787  3.2357
C  0.5839  -3.3096  3.0688
S  -0.4905  -4.5481  3.8781
H  -4.9227  -1.5645  -2.0620
H  -3.7276  -1.6297  -3.3871
H  -3.4058  -0.4945  -2.0400
H  -4.5875  -1.6807  1.1349
H  -4.1309  -4.9879  -1.9639
H  -1.4536  -7.7706  2.7067
H  -3.2755  -2.0182  3.1461
H  -2.4700  -0.4596  2.7881
H  -0.4170  0.5807  3.1704
H  0.3516  2.6556  4.4145
H  -0.0486  2.8131  6.9561
H  -1.2785  0.8994  8.1899
H  -1.9970  -1.1372  6.9250
H  0.1740  -0.5647  0.9679
H  3.8104  0.1462  1.7462
H  3.7412  -0.8054  0.2390
H  3.0947  1.8822  0.5058
H  1.5150  1.2429  1.0499
H  4.9347  -1.6884  2.0567
H  4.6849  -3.3524  2.7664
H  5.5487  -2.3896  4.5930
H  3.8396  -2.0350  4.9760
H  5.3336  0.0334  3.2509
H  6.1263  -0.1870  4.8307
H  2.4799  -4.0552  3.8867
C  -2.0621  1.5571  -6.5328
C  -2.4526  0.6060  -5.4694
N  -2.7537  -0.1338  -4.6485
H  -2.7817  2.3738  -6.5811
H  -1.0739  1.9647  -6.3201
H  -2.0389  1.0451  -7.4945
C  6.5337  3.6729  6.6862
C  7.8115  4.0399  7.3386
N  8.7997  4.3238  7.8433
H  6.4811  4.1240  5.6955
H  6.4649  2.5931  6.5887
H  5.6967  4.0295  7.2845
C  -1.0695  6.2258  4.6094
C  -1.4075  5.1922  5.6134
N  -1.6681  4.3908  6.3890
H  -1.8014  7.0318  4.6474
H  -0.0801  6.6329  4.8163
H  -1.0733  5.7878  3.6115
C  -0.9928  -1.8402  -9.3632
C  -2.3642  -1.6638  -8.8355
N  -3.4264  -1.5273  -8.4253
H  -0.5657  -0.8716  -9.6137
H  -0.3679  -2.3249  -8.6109
H  -1.0193  -2.4578  -10.2580
C  2.0145  -2.5446  -3.7796
C  2.1176  -3.6653  -2.8179
N  2.1977  -4.5331  -2.0745
H  2.9805  -2.3749  -4.2549
H  1.2771  -2.7790  -4.5464
H  1.7103  -1.6367  -3.2594
C  -4.6192  -0.6250  -12.1075
C  -3.1604  -0.5858  -11.8681
N  -2.0315  -0.5565  -11.6771
H  -4.8160  -0.8565  -13.1538
H  -5.0753  -1.3901  -11.4799
H  -5.0591  0.3421  -11.8671
C  3.8023  -2.3045  -7.2960
C  2.3968  -2.7657  -7.2384
N  1.3091  -3.1223  -7.1950
H  4.1605  -2.3384  -8.3242
H  3.8713  -1.2813  -6.9279
H  4.4284  -2.9486  -6.6792
C  -2.5903  6.9692  -2.9499
C  -2.6386  7.5870  -4.2943
N  -2.6762  8.0649  -5.3344
H  -1.5555  6.7773  -2.6674
H  -3.0409  7.6387  -2.2179
H  -3.1378  6.0275  -2.9554
C  3.3373  5.6812  8.7267
C  1.9363  5.2033  8.7204
N  0.8523  4.8335  8.7159
H  3.7493  5.6309  7.7193
H  3.3751  6.7125  9.0758
H  3.9377  5.0586  9.3896
C  -4.9059  -7.5964  -4.2676
C  -3.6450  -7.1906  -3.6085
N  -2.6696  -6.8758  -3.0974
H  -4.9506  -7.1756  -5.2716
H  -4.9556  -8.6826  -4.3336
H  -5.7570  -7.2349  -3.6907

Here are the Mulliken charges for atoms 1 to 2, given in e: atom 1 (C): -0.33, atom 2 (O): -0.50

Q: What is the relative energy (zero: lowest compared OMol25 entry of this formula, charge and spin) in the first record?
A: 0.0 kJ/mol